A single C4H7NO2 molecule. Source: the OMol25 dataset; level of theory: ωB97M-V/def2-TZVPD.

```
14
Properties=species:S:1:pos:R:3:mulliken_charge:R:1
O 1.740 -0.392 -0.866 -0.584
C 0.547 -0.914 -0.268 0.126
C 0.572 -0.406 1.179 -0.545
O 0.399 1.021 1.202 -0.324
C -0.590 1.485 0.443 -0.082
N -1.127 0.775 -0.510 -0.005
C -0.671 -0.459 -0.989 -0.703
H 1.468 -0.218 -1.778 0.428
H 0.586 -2.015 -0.246 0.285
H -0.227 -0.877 1.765 0.306
H 1.537 -0.576 1.660 0.298
H -0.877 2.513 0.616 0.393
H -1.481 -1.158 -1.183 0.173
H -1.877 1.221 -1.026 0.234
```

Results
Max |F|   0.33 eV/Å
LUMO level (spin up / spin down)   0.71 / 0.71 eV
Frontier orbital gap (spin up / spin down)   7.44 / 7.43 eV
Highest occupied orbital energy (spin up / spin down)   -0.2473 / -0.2473 Eh
Energy relative to the best compared isomer or geometry (same formula, charge and spin)   3.278 eV

A molecular structure, C32H56BO29V at a distorted geometry. Source: the OMol25 dataset; level of theory: ωB97M-V/def2-TZVPD.

```
119
Properties=species:S:1:pos:R:3:mulliken_spin:R:1
V 3.184 2.859 -2.563 2.951
O 0.157 -0.586 -1.811 0.000
C -0.052 0.011 -0.760 0.003
O -0.923 -0.229 0.112 0.000
B -0.917 0.851 1.116 0.033
O 0.126 1.802 0.700 0.027
C 0.674 1.325 -0.422 0.001
O 1.636 1.877 -1.111 -0.069
O -0.678 0.256 2.469 0.076
C -1.862 0.383 3.162 -0.021
O -2.153 -0.046 4.270 0.277
C -2.837 1.257 2.336 -0.050
O -2.216 1.592 1.263 0.063
O -4.006 1.501 2.706 0.578
C -0.752 -6.760 5.604 0.000
C -0.297 -6.846 4.118 0.000
O -0.202 -5.527 3.644 0.000
C -0.608 -5.186 2.511 0.000
O -1.135 -5.977 1.751 0.000
O -0.316 -3.877 2.229 0.000
C -0.513 -3.426 0.960 0.000
H -1.833 -6.638 5.669 0.000
H -0.241 -5.946 6.117 0.000
H -0.462 -7.728 6.012 0.000
H -0.915 -7.491 3.494 0.000
H 0.759 -7.080 4.253 0.000
H 0.340 -2.788 0.729 0.000
H -1.437 -2.853 0.881 0.000
H -0.476 -4.173 0.166 0.000
C 2.933 -0.168 2.840 0.001
C 2.291 -0.127 4.230 0.000
O 1.677 1.149 4.332 0.001
C 1.016 1.530 5.429 0.001
O 0.883 0.990 6.521 0.000
O 0.341 2.772 5.255 0.000
C 0.391 3.545 4.105 0.000
H 3.233 -1.148 2.469 0.000
H 3.699 0.603 2.762 0.000
H 2.135 0.035 2.126 0.001
H 3.129 -0.101 4.927 0.000
H 1.726 -1.040 4.422 0.000
H -0.282 4.382 4.294 0.000
H 0.121 3.088 3.153 0.000
H 1.427 3.809 3.896 0.000
C -5.235 -1.469 1.222 0.000
C -6.431 -1.252 0.352 0.000
O -7.349 -0.075 0.590 0.002
C -8.306 0.037 1.616 0.000
O -8.706 -0.823 2.425 0.001
O -8.691 1.296 1.579 0.000
C -9.342 1.892 2.721 0.000
H -4.535 -0.679 0.955 0.000
H -4.974 -2.486 0.928 0.000
H -5.383 -1.451 2.302 0.001
H -7.062 -2.137 0.276 0.000
H -5.978 -1.159 -0.635 0.000
H -10.121 1.359 3.266 0.000
H -9.835 2.816 2.421 0.000
H -8.627 2.146 3.504 0.000
C -3.477 -1.393 -2.214 0.000
C -2.680 -2.482 -2.901 0.000
O -2.480 -2.241 -4.225 0.000
C -1.647 -2.962 -4.973 0.000
O -0.711 -3.649 -4.670 0.000
O -1.993 -2.751 -6.243 0.000
C -1.459 -3.563 -7.263 0.000
H -4.054 -1.848 -1.409 0.000
H -4.266 -0.967 -2.833 0.000
H -2.842 -0.657 -1.719 0.000
H -3.285 -3.347 -2.630 0.000
H -1.795 -2.823 -2.365 0.000
H -0.390 -3.770 -7.312 0.000
H -1.784 -3.326 -8.277 0.000
H -1.995 -4.496 -7.088 0.000
C 3.153 5.052 2.014 0.000
C 1.854 5.104 1.206 -0.001
O 2.008 6.039 0.123 0.000
C 2.251 5.669 -1.140 0.010
O 2.270 4.460 -1.498 0.034
O 2.327 6.768 -1.947 0.003
C 2.195 8.168 -1.542 0.000
H 3.106 5.743 2.856 0.000
H 4.091 5.236 1.492 0.000
H 3.236 4.024 2.367 0.000
H 0.999 5.472 1.771 0.000
H 1.646 4.112 0.804 0.002
H 1.216 8.487 -1.900 0.000
H 2.834 8.833 -2.123 0.000
H 2.429 8.451 -0.516 0.000
C 0.503 -0.351 -7.490 0.000
C -0.066 0.097 -6.125 -0.001
O 0.782 0.984 -5.387 0.001
C 1.778 0.515 -4.541 0.016
O 2.456 1.298 -3.760 0.029
O 2.042 -0.753 -4.861 0.004
C 3.055 -1.442 -4.064 0.003
H 1.364 -1.014 -7.562 0.000
H 0.805 0.506 -8.092 0.000
H -0.267 -0.947 -7.981 0.000
H -0.306 -0.795 -5.546 0.000
H -1.032 0.592 -6.222 0.000
H 2.588 -2.426 -4.028 0.000
H 3.285 -0.962 -3.113 -0.002
H 3.940 -1.646 -4.668 0.000
C 6.268 2.338 1.434 0.000
C 6.783 1.217 0.540 -0.001
O 5.813 0.273 0.239 0.001
C 4.684 0.520 -0.572 0.009
O 4.357 1.619 -1.076 0.005
O 3.841 -0.572 -0.700 0.005
C 4.284 -1.854 -0.460 0.000
H 5.562 1.933 2.159 0.000
H 5.633 3.025 0.873 0.000
H 6.987 2.948 1.981 0.000
H 7.636 0.766 1.048 0.000
H 7.174 1.593 -0.406 0.000
H 5.307 -1.898 -0.085 0.000
H 4.231 -2.383 -1.412 0.000
H 3.567 -2.414 0.142 0.000
```

Results
Max |F|   6.49 eV/Å
Charge   +2
Multiplicity   5
LUMO level (spin up / spin down)   -6.68 / -10.62 eV
Frontier orbital gap (spin up / spin down)   6.75 / 2.79 eV
Highest occupied orbital energy (spin up / spin down)   -0.4932 / -0.4928 Eh
Energy relative to the best compared isomer or geometry (same formula, charge and spin)   6.417 eV

6 unconnected molecules or ions with the total composition C26H48Cl3FNO17 at a distorted geometry. Source: the OMol25 dataset; level of theory: ωB97M-V/def2-TZVPD.

```
96
Properties=species:S:1:pos:R:3:mulliken_charge:R:1
C 2.545 -0.578 0.134 -1.400
C 1.487 -0.017 -0.820 0.412
F 0.197 -0.331 -0.323 -0.313
C 1.645 -0.392 -2.291 -2.084
C 1.085 -1.736 -2.806 1.098
C 1.773 -2.932 -2.114 -1.668
C 1.141 -3.411 -0.812 1.776
C 0.009 -4.425 -1.007 -1.388
Cl 2.444 -4.249 0.174 -0.282
N -0.371 -1.861 -2.759 0.260
C -1.184 -0.713 -2.950 0.500
Cl -1.148 -0.109 -4.647 -0.214
C -2.647 -0.985 -2.549 -0.351
C -2.827 -0.976 -1.025 -0.466
Cl -3.271 -2.493 -3.265 -0.201
C 1.614 -1.883 -4.306 0.094
O 2.733 -1.361 -4.503 -0.794
O 0.925 -2.548 -5.061 -0.714
H 3.163 0.238 0.509 0.429
H 2.082 -1.034 1.009 0.151
H 3.210 -1.286 -0.350 0.352
H 1.553 1.073 -0.764 0.577
H 1.251 0.424 -2.898 0.437
H 2.712 -0.405 -2.497 0.779
H 2.825 -2.695 -1.984 0.434
H 1.748 -3.779 -2.805 0.536
H 0.830 -2.600 -0.163 -1.052
H -0.489 -4.270 -1.963 0.455
H 0.395 -5.439 -0.978 0.470
H -0.739 -4.305 -0.221 0.224
H -0.703 -2.318 -1.923 -0.015
H -0.895 0.145 -2.341 -0.096
H -3.223 -0.179 -2.991 0.666
H -3.609 -0.275 -0.745 0.183
H -3.097 -1.973 -0.680 0.439
H -1.925 -0.677 -0.501 -0.268
C -2.163 4.103 -1.115 -0.591
O -1.710 4.214 0.240 -0.290
C -1.835 3.093 0.949 0.639
O -2.300 2.061 0.545 -0.341
O -1.358 3.321 2.173 -0.251
C -1.415 2.194 3.055 -0.469
H -2.001 5.077 -1.566 0.232
H -1.590 3.349 -1.650 0.234
H -3.222 3.853 -1.144 0.266
H -0.818 1.374 2.667 0.062
H -2.444 1.871 3.201 0.235
H -0.999 2.532 3.999 0.307
C 4.293 6.678 4.267 -0.633
O 2.906 6.372 4.413 -0.332
C 2.216 6.415 3.269 0.775
O 2.670 6.688 2.190 -0.541
O 0.952 6.106 3.535 -0.326
C 0.090 6.097 2.389 -0.533
H 4.723 6.606 5.262 0.214
H 4.777 5.964 3.604 0.294
H 4.426 7.687 3.881 0.293
H 0.418 5.356 1.667 0.264
H 0.059 7.084 1.928 0.370
H -0.896 5.831 2.750 0.169
C -1.036 -1.656 2.162 -0.036
O -0.929 -1.518 3.587 -0.260
C -1.121 -2.644 4.267 0.671
O -1.382 -3.720 3.801 -0.542
O -0.981 -2.374 5.569 -0.340
C -1.160 -3.508 6.418 -0.656
H -0.858 -0.675 1.742 -0.371
H -0.286 -2.349 1.787 0.285
H -2.032 -1.998 1.885 0.377
H -0.423 -4.277 6.193 0.296
H -2.163 -3.916 6.307 0.291
H -1.020 -3.149 7.433 0.225
C -9.470 -1.770 1.188 -0.641
O -8.320 -1.139 0.625 -0.326
C -7.471 -0.643 1.525 0.720
O -7.612 -0.685 2.720 -0.551
O -6.450 -0.095 0.876 -0.248
C -5.449 0.479 1.720 -0.576
H -10.061 -2.121 0.348 0.219
H -9.179 -2.613 1.811 0.295
H -10.049 -1.059 1.775 0.293
H -5.008 -0.280 2.364 0.327
H -5.869 1.281 2.324 0.424
H -4.679 0.882 1.068 0.055
C 5.523 -2.423 -5.677 -0.413
O 6.757 -1.686 -5.838 -0.337
C 7.257 -1.179 -4.727 0.796
O 6.826 -1.295 -3.611 -0.539
O 8.374 -0.497 -5.047 -0.336
C 9.016 0.106 -3.929 -0.624
H 5.263 -2.785 -6.667 0.227
H 5.676 -3.269 -5.010 0.268
H 4.718 -1.791 -5.307 0.235
H 9.326 -0.647 -3.206 0.282
H 8.357 0.826 -3.446 0.291
H 9.891 0.618 -4.322 0.207
```

Results
Max |F|   1.11 eV/Å
Charge   -1
LUMO level   1.89 eV
Frontier orbital gap   6.68 eV
Highest occupied orbital energy   -0.1759 Eh
Energy relative to the best compared isomer or geometry (same formula, charge and spin)   0.000 eV

Number 2 is which compound? C32H56BO29V

What is the max |F| in the first record? 0.33 eV/Å